[1]
Below is the molecule C10H15Br2NO3, with properties calculated with ωB97M-V with the def2-TZVPD basis set.

As for the SMILES: C=C[C@@]1(Br)OC(=O)O[C@]1(CCN)C[C@H](C)Br. The calculation puts the HOMO energy at -9.5 eV. The frontier orbital gap is 9.26 eV.

The geometry in XYZ format:
```
31
Properties=species:S:1:pos:R:3:forces:R:3
C -2.590 0.178 2.026 0.2 -0.3 -0.1
C -1.483 -0.390 1.522 -0.5 0.7 0.3
C -1.379 -0.949 0.164 -0.6 -0.8 0.6
Br -1.873 -2.925 0.413 0.4 -0.1 0.1
O -2.324 -0.515 -0.772 0.1 -0.2 0.1
C -1.898 -1.067 -1.974 -0.3 0.2 -0.3
O -2.597 -1.172 -2.925 0.2 0.0 0.2
O -0.611 -1.424 -1.869 0.0 0.2 0.0
C -0.073 -0.783 -0.629 -0.3 -1.4 -1.2
C 0.263 0.642 -1.120 0.2 0.7 1.1
C -0.313 1.839 -0.355 0.2 0.8 -0.5
N -0.134 3.063 -1.171 0.1 -0.2 0.1
C 1.090 -1.695 -0.222 0.6 0.4 -0.2
C 2.363 -1.079 0.382 -0.3 -0.2 0.6
C 2.186 0.076 1.375 0.5 0.4 -0.4
Br 3.681 -0.632 -1.004 0.0 0.0 0.0
H -3.581 -0.203 1.802 0.0 0.8 -1.0
H -2.533 1.019 2.707 0.1 -0.7 0.9
H -0.604 -0.504 2.151 0.4 0.9 -0.4
H -0.062 0.756 -2.152 -0.1 -0.3 0.0
H 1.343 0.786 -1.136 0.1 -0.2 -0.1
H 0.207 2.013 0.586 -0.2 -0.3 0.2
H -1.378 1.737 -0.166 0.0 -0.2 0.1
H 0.352 2.861 -2.035 0.0 0.0 0.0
H 0.428 3.746 -0.683 0.0 0.0 0.0
H 1.397 -2.196 -1.138 -0.1 -0.1 0.0
H 0.764 -2.486 0.450 -0.3 0.1 0.1
H 2.847 -1.883 0.927 0.1 -0.1 -0.2
H 2.740 0.944 1.017 -0.1 0.1 0.0
H 1.157 0.400 1.481 -0.1 -0.2 0.1
H 2.617 -0.159 2.345 -0.2 -0.1 0.1
```
Positions in Å, forces in eV/Å.

These are the natural (NBO) partial charges, in e, on atoms 1 to 6: -0.312, -0.285, 0.276, -0.058, -0.527, 0.973



[2]
Below is a structure of composition C10H15BrN2O2Pd, with properties calculated with ωB97M-V with the def2-TZVPD basis set.

Its expectation value of S² is 2.0063. The calculation puts the HOMO energy (alpha / beta) at -7.2 / -7.7 eV. The frontier orbital gap (alpha / beta) is 7.42 / 7.21 eV. The spin multiplicity is 3.

The geometry in XYZ format:
```
31
Properties=species:S:1:pos:R:3:forces:R:3
Pd 9.197 5.364 5.513 0.5 0.3 1.2
N 11.342 5.486 5.520 1.0 -0.2 0.0
C 11.780 6.802 4.993 0.5 -1.4 0.6
C 10.853 7.882 5.444 0.3 0.6 -1.1
N 9.496 7.437 5.279 -1.2 1.6 -1.2
H 11.555 5.332 6.508 0.1 0.2 -0.4
H 11.618 4.666 4.978 0.2 0.4 0.1
H 11.917 6.717 3.920 -0.5 0.0 -0.2
H 12.735 7.092 5.374 1.0 -0.1 0.2
H 11.080 8.717 4.772 -0.2 0.3 0.3
H 11.072 8.195 6.446 -0.2 -0.1 0.6
H 9.223 7.622 4.316 -0.3 0.2 0.2
H 8.826 7.882 5.911 0.4 -0.2 -0.3
C 5.048 5.840 6.676 0.6 0.8 0.6
C 6.555 5.777 6.814 1.1 -1.2 -2.7
O 7.190 5.825 5.696 -2.5 0.7 2.2
C 7.189 5.490 8.077 0.0 -0.4 1.2
C 6.519 4.700 9.073 1.1 1.4 -0.3
C 7.105 4.598 10.318 -0.8 -1.1 0.1
C 8.200 5.383 10.674 0.0 0.5 0.4
C 8.779 6.239 9.767 0.5 -0.2 1.8
C 8.504 6.021 8.416 -0.8 0.5 -1.7
O 9.333 6.398 7.514 0.0 -0.1 0.1
H 4.743 6.877 6.403 0.2 -0.7 0.3
H 4.634 5.543 7.636 -0.5 0.2 -0.2
H 4.761 5.178 5.873 -0.2 -0.2 -0.2
H 5.598 4.215 8.805 -0.1 -0.3 0.2
H 6.706 3.917 11.063 -0.1 0.1 -0.1
H 8.564 5.331 11.712 -0.2 0.2 -0.5
H 9.485 6.990 10.155 0.1 -0.6 -0.8
Br 9.224 3.168 4.610 -0.1 -1.2 -0.6
```
Positions in Å, forces in eV/Å.

These are the natural (NBO) partial charges, in e, on atoms 1 to 6: 1.052, -0.839, -0.232, -0.238, -0.796, 0.402



[3]
Below is a cluster of 2 separate species, C10H15BrNO in total, with properties calculated with ωB97M-V with the def2-TZVPD basis set.

The calculation puts the HOMO energy at -12.1 eV. The frontier orbital gap is 7.78 eV. Its net charge is +1.

The geometry in XYZ format:
```
28
Properties=species:S:1:pos:R:3:forces:R:3
C 4.684 0.489 0.467 -1.7 -2.0 -1.2
C 4.671 -0.276 -0.688 -2.6 0.2 -1.4
C 3.535 0.649 1.191 -2.8 0.5 0.7
C 3.413 -0.612 -1.301 1.6 -0.8 1.4
C 2.300 0.313 0.609 -2.3 -0.6 0.3
C 2.250 -0.377 -0.600 0.7 2.4 0.2
C -2.914 1.810 0.826 1.9 2.2 1.2
C -4.044 -0.742 -0.227 -1.4 0.1 -0.8
C -2.272 0.515 0.842 3.1 0.1 -0.9
C 0.835 -1.907 -1.409 -2.0 -0.5 -0.5
N -2.747 -0.594 0.398 2.8 -1.1 -1.9
O 0.994 -0.548 -1.200 0.3 -2.2 0.0
Br -0.029 -2.861 0.257 0.2 0.7 -0.6
H 5.548 0.886 0.780 3.1 1.1 1.4
H 5.528 -0.550 -1.267 0.6 0.2 0.1
H 3.435 1.034 2.220 0.7 0.2 -0.8
H 3.408 -1.207 -2.200 0.0 0.2 -0.3
H 1.200 0.514 1.018 2.8 -0.3 -0.3
H -3.969 1.794 0.887 -1.1 0.2 0.8
H -2.246 2.398 1.593 -2.3 -0.6 -0.9
H -2.740 2.446 -0.077 0.4 -1.1 0.1
H -4.127 -1.800 -0.354 -0.5 -0.7 0.0
H -4.890 -0.423 0.435 0.9 0.0 -0.7
H -4.108 -0.338 -1.300 0.2 0.0 1.8
H -1.137 0.656 1.143 -2.3 -1.4 -0.7
H 0.050 -2.183 -2.173 1.0 0.8 0.8
H 1.742 -2.491 -1.538 0.0 0.2 0.1
H -2.015 -1.399 0.003 -1.6 2.1 2.2
```
Positions in Å, forces in eV/Å.

These are the natural (NBO) partial charges, in e, on atoms 1 to 6: -0.202, -0.165, -0.190, -0.256, -0.223, 0.227



[4]
Below is a structure of composition C10H15Cl2CrNS, with properties calculated with ωB97M-V with the def2-TZVPD basis set.

Its expectation value of S² is 4.0057. The calculation puts the HOMO energy (alpha / beta) at -2.8 / -4.1 eV. The frontier orbital gap (alpha / beta) is 5.48 / 6.72 eV. Its net charge is -1. The spin multiplicity is 4.

The geometry in XYZ format:
```
30
Properties=species:S:1:pos:R:3:forces:R:3
Cr 0.155 0.429 -0.958 -0.4 -1.1 5.1
Cl 2.173 0.151 -0.007 1.8 -0.1 0.9
Cl -2.026 0.418 -0.603 -2.5 0.3 -0.2
C 0.351 1.834 -1.897 0.6 2.0 -5.6
H -0.498 1.886 -2.684 0.7 0.7 1.1
H 1.289 1.741 -2.570 -0.7 0.8 1.1
C -0.334 -1.965 -1.255 -0.5 -0.3 0.2
C 0.156 -1.147 -2.189 0.9 1.1 -3.6
H -1.391 -1.913 -0.990 0.4 -0.1 -0.2
C 1.622 -1.156 -2.683 0.2 -0.6 -0.6
H -0.452 -0.402 -2.833 0.3 -1.6 1.0
C 2.120 -2.607 -2.591 -0.4 -0.1 -0.2
H 1.604 -0.790 -3.718 0.0 -0.3 0.0
H 2.345 -0.472 -2.179 -0.9 -0.6 -0.2
C 1.981 -3.103 -1.144 0.1 0.0 0.4
H 1.473 -3.213 -3.237 0.0 -0.1 0.0
H 3.136 -2.749 -2.993 -0.2 0.2 0.4
C 0.525 -2.933 -0.546 1.4 -0.7 0.0
H 2.246 -4.172 -1.082 -0.1 0.3 -0.1
H 2.725 -2.566 -0.532 -0.5 -0.1 -0.1
H 0.062 -3.927 -0.540 -0.2 0.1 0.0
H 0.596 -2.633 0.504 0.1 0.0 0.0
S 0.013 1.006 4.057 -0.7 0.6 -0.6
C -0.939 2.258 3.307 0.1 -0.3 -1.2
C -0.936 2.111 1.925 0.7 -0.8 1.8
N -0.176 1.037 1.483 0.2 -0.5 1.8
C 0.337 0.355 2.498 -0.5 1.2 -0.9
H -1.456 3.024 3.862 0.1 -0.1 0.1
H -1.477 2.747 1.233 0.2 -0.3 0.0
H 0.998 -0.502 2.423 -0.2 0.2 -0.4
```
Positions in Å, forces in eV/Å.

These are the natural (NBO) partial charges, in e, on atoms 1 to 6: 0.572, -0.600, -0.568, -0.723, 0.145, 0.142



[5]
Below is a structure of composition C10H15Cl2N3NiPS5, with properties calculated with ωB97M-V with the def2-TZVPD basis set.

Its expectation value of S² is 2.0202. The calculation puts the HOMO energy (alpha / beta) at -10.1 / -10.5 eV. The frontier orbital gap (alpha / beta) is 7.01 / 6.00 eV. Its net charge is +1. The spin multiplicity is 3.

The geometry in XYZ format:
```
37
Properties=species:S:1:pos:R:3:forces:R:3
Ni -0.636 -1.822 -1.427 0.1 -0.9 -0.5
S -0.613 -1.238 5.236 0.0 0.0 -0.1
C -0.806 -1.698 3.689 0.4 -0.4 0.0
S 0.371 -2.714 2.806 -0.5 0.3 1.4
C -0.450 -2.729 1.303 -0.8 0.4 -0.4
C -1.653 -2.016 1.270 0.8 -0.8 -1.5
S -2.458 -1.650 -0.217 -0.5 -0.4 0.6
S -2.186 -1.263 2.709 0.2 0.1 0.8
S 0.431 -3.372 -0.024 -0.5 0.4 -0.5
Cl -2.008 -1.850 -3.614 0.4 -1.1 -0.1
C -2.157 -3.722 -4.032 -0.2 1.3 0.2
Cl -0.713 -4.335 -4.787 -0.2 0.2 0.2
H -2.991 -3.669 -4.762 0.5 -0.5 0.8
H -2.299 -4.181 -3.037 -0.3 0.2 -0.8
C 2.357 1.907 0.509 -0.2 0.1 0.7
N 1.363 1.189 1.445 -0.2 0.8 1.1
C 0.160 2.075 1.687 -0.5 0.7 -0.2
N -0.390 2.476 0.410 0.2 0.0 -0.1
C 0.600 3.120 -0.441 -0.2 2.5 1.0
N 1.744 2.309 -0.686 1.1 -0.4 -0.3
C 1.493 1.177 -1.578 0.9 -0.4 -1.3
P 0.282 0.059 -0.819 -1.0 0.6 -0.7
C 0.897 -0.084 0.858 3.5 -0.7 0.2
C -0.942 1.390 -0.364 -2.2 -0.4 -0.8
H 3.030 1.088 0.272 0.9 0.6 0.3
H 2.692 2.787 1.113 0.3 -0.9 -0.6
H 1.874 1.008 2.338 -0.7 0.0 -0.7
H 0.461 2.948 2.295 0.0 -0.3 -0.5
H -0.595 1.513 2.252 0.3 0.0 -0.1
H 0.879 4.072 0.082 0.3 -0.8 -0.3
H 0.184 3.484 -1.383 -0.3 -0.5 0.1
H 2.426 0.629 -2.014 -1.4 1.2 1.1
H 0.954 1.607 -2.425 0.2 -0.2 -0.3
H 1.817 -0.734 0.965 -1.2 0.1 -0.5
H 0.151 -0.487 1.470 -1.1 -0.5 0.9
H -1.780 0.887 0.154 0.5 0.2 0.1
H -1.492 1.837 -1.255 1.0 -0.6 0.8
```
Positions in Å, forces in eV/Å.

These are the natural (NBO) partial charges, in e, on atoms 1 to 6: 0.782, 0.037, -0.593, 0.459, -0.449, -0.483



[6]
Below is a structure of composition C10H15Cl3FeN3O, with properties calculated with ωB97M-V with the def2-TZVPD basis set.

Its expectation value of S² is 8.7787. The calculation puts the HOMO energy (alpha / beta) at -15.3 / -16.2 eV. The frontier orbital gap (alpha / beta) is 9.43 / 6.81 eV. Its net charge is +2. The spin multiplicity is 6.

The geometry in XYZ format:
```
33
Properties=species:S:1:pos:R:3:forces:R:3
Fe 0.000 -0.221 0.851 0.0 0.4 -0.4
N -2.082 0.325 0.753 -0.2 0.0 0.1
C -2.106 1.680 1.363 -0.1 -0.1 0.0
C -1.275 2.598 0.489 0.0 0.1 0.0
N 0.000 1.922 0.136 0.0 -0.1 -0.1
C 1.276 2.598 0.487 0.0 0.1 0.0
C 2.108 1.680 1.362 0.1 -0.1 0.0
N 2.083 0.324 0.752 0.2 0.0 0.1
H -2.456 0.371 -0.193 -0.1 0.0 0.0
H -2.705 -0.302 1.256 0.0 0.0 0.0
H -1.661 1.604 2.359 0.0 0.0 0.0
H -3.117 2.069 1.487 0.0 0.0 -0.1
H -1.083 3.536 1.008 0.0 0.0 0.0
H -1.817 2.846 -0.425 0.0 0.0 0.0
H -0.001 1.762 -0.865 0.0 0.2 0.0
H 1.085 3.536 1.005 0.0 0.0 0.0
H 1.818 2.844 -0.428 0.0 0.0 0.0
H 1.663 1.604 2.357 0.0 0.0 0.0
H 3.119 2.068 1.485 0.0 0.0 -0.1
H 2.706 -0.302 1.255 0.0 0.0 0.0
H 2.456 0.371 -0.195 0.1 0.0 0.0
Cl 0.000 -5.723 5.362 0.0 -0.1 0.1
C 0.000 -4.708 4.024 0.0 0.1 0.0
C 0.000 -3.299 4.247 0.0 -0.2 0.0
C 0.000 -2.494 3.164 0.0 0.3 -0.2
Cl 0.001 -0.752 3.334 0.0 -0.2 0.4
C 0.000 -2.983 1.808 0.0 -0.2 0.0
O 0.000 -2.212 0.812 0.0 -0.1 0.0
C 0.000 -4.427 1.645 0.0 0.1 0.0
Cl 0.000 -5.036 0.069 0.0 0.0 0.0
C 0.000 -5.255 2.734 0.0 0.0 0.1
H 0.000 -2.912 5.257 0.0 0.0 0.0
H -0.001 -6.328 2.603 0.0 0.0 0.0
```
Positions in Å, forces in eV/Å.

These are the natural (NBO) partial charges, in e, on atoms 1 to 6: 1.509, -0.913, -0.237, -0.242, -0.726, -0.242



[7]
Below is a structure of composition C10H15ClI2InN2O2P, with properties calculated with ωB97M-V with the def2-TZVPD basis set.

The calculation puts the HOMO energy (alpha / beta) at -14.6 / -14.6 eV. The frontier orbital gap (alpha / beta) is 3.65 / 4.38 eV. Its net charge is +2.

The geometry in XYZ format:
```
34
Properties=species:S:1:pos:R:3:forces:R:3
I 3.142 2.250 -2.382 0.9 1.4 -2.0
I 1.795 -2.575 -1.925 -0.6 0.1 0.4
In -0.125 -1.106 -0.853 -0.9 1.6 1.9
P -0.527 0.038 -3.547 -1.3 0.8 -2.9
C 0.395 0.054 -5.140 0.8 -0.1 0.4
C -1.725 -1.332 -3.905 0.5 -0.8 1.1
H -2.357 1.523 -3.000 0.1 0.1 -0.3
H -2.287 1.179 -4.770 0.4 0.0 0.3
H -1.122 2.343 -4.027 -0.4 -0.2 0.1
C -1.695 1.415 -3.870 0.5 0.7 1.0
H -2.380 -1.448 -3.031 -0.1 -0.1 -0.3
H -2.331 -1.056 -4.783 0.4 0.1 0.3
H -0.307 0.035 -5.995 0.1 0.0 0.6
H 1.061 -0.810 -5.205 -0.1 0.1 -0.1
H -1.173 -2.267 -4.086 -0.3 0.3 0.0
H 1.007 0.959 -5.215 -0.1 -0.1 0.0
C 1.560 1.071 -1.797 1.3 -0.5 2.9
O 1.854 0.796 -0.685 -2.6 -0.7 -1.8
Cl -2.077 0.430 -0.283 1.8 -1.7 -0.8
N 0.736 0.679 6.771 -0.4 -0.8 0.1
C 0.283 -0.399 6.056 0.0 0.6 0.4
O -0.152 -1.425 6.544 0.4 0.8 -0.5
C 0.396 -0.243 4.549 -0.4 -0.5 -1.4
C 0.869 0.873 3.819 -0.2 -1.1 0.7
C 1.015 0.803 2.455 -0.8 -0.9 0.0
N 0.641 -0.291 1.764 0.3 0.1 -1.8
C 0.145 -1.334 2.395 -0.5 0.1 1.3
C -0.025 -1.338 3.782 0.2 0.0 -0.4
H 0.630 0.576 7.781 0.1 0.4 -0.5
H 0.927 1.581 6.348 -0.1 -0.5 0.4
H 1.128 1.779 4.307 0.3 0.6 0.3
H 1.377 1.646 1.913 0.2 0.3 -0.4
H -0.185 -2.197 1.807 0.1 0.1 0.2
H -0.494 -2.211 4.207 0.1 0.0 0.5
```
Positions in Å, forces in eV/Å.

These are the natural (NBO) partial charges, in e, on atoms 1 to 6: 0.512, -0.057, 1.156, 1.077, -0.949, -0.926